DFT (ωB97M-V/def2-TZVPD) results for a structure of composition C22H33ClCrN6O5.

The geometry in XYZ format:
```
68
Properties=species:S:1:pos:R:3:lowdin_spin:R:1
Cr 0.29 -0.31 -1.66 2.8905
C -1.58 0.59 0.66 -0.0009
N -0.88 0.94 -0.59 -0.0226
C -1.08 2.09 -1.20 0.0165
C -0.36 2.32 -2.39 0.0074
C -0.29 3.36 -3.32 0.0237
C 0.61 2.95 -4.29 0.0091
C 1.08 1.69 -3.92 0.0233
N 0.50 1.31 -2.77 -0.0116
C -2.30 1.73 1.34 -0.0007
C -1.59 2.64 2.11 0.0001
C -2.24 3.70 2.72 0.0001
C -3.61 3.86 2.58 0.0001
C -4.33 2.95 1.81 0.0001
C -3.67 1.89 1.19 0.0000
H -0.84 0.19 1.35 -0.0005
H -2.28 -0.22 0.45 -0.0007
H -1.76 2.82 -0.80 -0.0004
H -0.85 4.29 -3.28 0.0011
H 0.91 3.51 -5.17 0.0000
H 1.79 1.05 -4.42 0.0008
H -0.51 2.53 2.22 0.0000
H -1.67 4.41 3.31 0.0000
H -4.12 4.68 3.05 0.0000
H -5.40 3.06 1.70 0.0000
H -4.24 1.17 0.60 0.0000
N 2.03 -0.23 -0.43 -0.0115
C 1.85 -0.94 0.86 0.0016
C 3.14 -1.70 1.21 -0.0007
C 3.23 -2.46 2.55 -0.0003
C 2.92 -1.65 3.81 0.0000
N 1.46 -1.56 3.95 -0.0001
C 0.80 -0.87 4.84 0.0000
N -0.54 -0.83 4.77 0.0000
N 1.43 -0.19 5.80 0.0000
C 0.59 -1.83 0.74 0.0067
O 0.23 -2.48 1.73 0.0064
O -0.03 -1.78 -0.37 0.0170
H 2.63 -0.77 -1.04 0.0021
H 2.50 0.66 -0.28 0.0019
H 1.63 -0.20 1.62 0.0001
H 3.95 -0.97 1.18 -0.0001
H 3.33 -2.42 0.41 0.0001
H 4.25 -2.83 2.64 0.0000
H 2.58 -3.33 2.53 0.0000
H 3.36 -0.64 3.74 0.0000
H 3.35 -2.14 4.68 0.0000
H 0.92 -2.04 3.20 -0.0001
H -1.01 -1.40 4.08 0.0000
H -1.09 -0.40 5.49 0.0000
H 2.43 -0.27 5.91 0.0000
H 0.92 0.27 6.54 0.0000
Cl 4.14 -2.48 -3.60 0.0008
C 2.57 -2.85 -4.38 -0.0011
C 1.39 -2.05 -3.85 0.0056
O 0.36 -2.07 -4.53 0.0074
O 1.54 -1.45 -2.72 0.0134
H 2.36 -3.91 -4.21 0.0001
H 2.66 -2.68 -5.44 -0.0001
C -3.28 -1.41 -4.04 -0.0009
C -2.49 -0.38 -3.27 0.0035
O -1.23 -0.95 -2.83 0.0100
H -4.26 -1.02 -4.31 -0.0002
H -3.41 -2.31 -3.44 0.0000
H -2.76 -1.68 -4.96 0.0000
H -3.02 -0.07 -2.37 0.0003
H -2.29 0.50 -3.87 0.0008
H -0.74 -1.38 -3.60 0.0020
```

Summary:
- Energy relative to the best compared isomer or geometry (same formula, charge and spin): 0.00 kJ/mol
- M: 548.99 g mol⁻¹
- Calculated total energy: -83471.9153 eV
- Gap between HOMO and LUMO (alpha / beta): 7.73 / 7.79 eV
- Multiplicity: 4
- Total charge: +1
- ⟨S²⟩: 3.77



DFT (ωB97M-V/def2-TZVPD) results for the molecule C22H33FN4O2S.

The geometry in XYZ format:
```
63
Properties=species:S:1:pos:R:3:lowdin_charge:R:1
O -4.30 1.43 0.48 0.0399
C -3.58 0.92 1.30 -0.4910
C -2.54 1.74 2.09 -0.1216
N -1.22 1.61 1.51 0.0266
C -0.31 0.69 1.89 -0.7351
S -0.69 -0.40 3.09 0.7360
N 0.91 0.68 1.30 -0.0613
C 2.00 -0.02 1.95 -0.1342
C 2.39 -1.30 1.26 -0.1440
C 1.45 -2.28 0.97 -0.0444
C 1.82 -3.46 0.35 -0.0828
C 3.14 -3.70 0.03 -0.0784
C 4.10 -2.75 0.32 -0.0075
C 3.72 -1.58 0.93 -0.2344
F 4.67 -0.65 1.21 0.0554
C 1.25 1.60 0.21 -0.2900
C 2.37 1.08 -0.69 -0.1376
C 2.53 2.03 -1.88 -0.1813
C 2.89 3.43 -1.39 -0.2012
C 1.82 3.95 -0.44 -0.1927
C 1.63 2.99 0.73 -0.1372
N -3.58 -0.38 1.63 0.0622
C -4.38 -1.35 0.91 -0.1534
C -3.51 -2.26 0.04 -0.1767
N -2.54 -1.50 -0.72 -0.1641
C -3.11 -0.66 -1.76 -0.1537
C -2.00 0.19 -2.37 -0.1843
O -0.96 -0.60 -2.90 -0.1253
C -0.44 -1.46 -1.92 -0.1961
C -1.53 -2.35 -1.32 -0.1663
H -2.50 1.40 3.12 0.0853
H -2.83 2.79 2.05 0.1303
H -1.06 2.17 0.68 0.1234
H 2.86 0.65 2.02 0.1258
H 1.67 -0.27 2.97 0.0730
H 0.42 -2.10 1.24 0.0726
H 1.07 -4.21 0.14 0.1009
H 3.43 -4.62 -0.45 0.1043
H 5.15 -2.91 0.09 0.1172
H 0.36 1.69 -0.43 0.1298
H 3.31 1.03 -0.15 0.1141
H 2.12 0.08 -1.05 0.1148
H 3.32 1.65 -2.53 0.1146
H 1.61 2.06 -2.46 0.1170
H 2.98 4.11 -2.24 0.1097
H 3.85 3.40 -0.88 0.1160
H 2.10 4.94 -0.06 0.1113
H 0.87 4.06 -0.98 0.1158
H 2.56 2.92 1.30 0.1236
H 0.86 3.37 1.41 0.1133
H -2.85 -0.73 2.23 0.0362
H -5.10 -0.78 0.31 0.1148
H -4.94 -1.96 1.63 0.1211
H -4.17 -2.87 -0.61 0.1260
H -2.95 -2.93 0.69 0.1191
H -3.86 0.01 -1.32 0.1034
H -3.59 -1.27 -2.55 0.1336
H -2.38 0.79 -3.19 0.1289
H -1.60 0.85 -1.59 0.1094
H 0.33 -2.06 -2.41 0.1298
H 0.01 -0.88 -1.11 0.1008
H -1.09 -2.99 -0.55 0.1055
H -1.95 -3.00 -2.11 0.1329
```

Summary:
- SMILES: O=C(CNC(=S)N(Cc1ccccc1F)C1CCCCC1)NCCN1CCOCC1
- Energy relative to the best compared isomer or geometry (same formula, charge and spin): 0.00 kJ/mol
- M: 436.60 g mol⁻¹
- Calculated total energy: -46959.0443 eV
- Gap between HOMO and LUMO: 9.08 eV



DFT (ωB97M-V/def2-TZVPD) results for a structure of composition C22H33N3O2S at a distorted geometry.

The geometry in XYZ format:
```
61
Properties=species:S:1:pos:R:3:lowdin_charge:R:1
C 3.96 -4.19 1.16 -0.1272
C 4.29 -3.20 -0.06 -0.2503
C 3.07 -2.19 -0.16 -0.2498
C 3.40 -0.81 -0.84 -0.2099
C 3.89 0.31 0.17 -0.1981
C 3.92 1.72 -0.59 -0.2194
C 2.50 2.35 -0.85 -0.2137
C 1.73 2.79 0.48 -0.1970
C 0.16 2.48 0.40 -0.1986
C -0.54 2.64 1.83 -0.1895
C -1.49 1.41 2.14 -0.1933
C -2.93 1.54 1.49 -0.1281
C -2.92 1.29 -0.07 -0.0568
C -2.67 -0.08 -0.57 -0.1558
N -2.49 -1.10 0.47 0.0351
C -1.82 -2.30 -0.04 -0.4067
C -0.36 -2.56 0.52 0.0073
O -2.29 -3.12 -0.79 0.1008
C -3.85 -1.54 0.88 -0.4025
C -5.05 -1.78 -0.10 0.0092
O -4.03 -1.71 2.06 0.1029
C -2.62 -0.33 -2.06 0.0068
C -2.86 0.74 -3.00 -0.0004
C -3.14 2.10 -2.44 -0.2997
N -3.42 3.24 -3.18 -0.2544
S -3.66 4.49 -2.09 0.9538
N -3.45 3.76 -0.58 -0.2137
C -3.17 2.46 -0.97 -0.3091
H 4.05 -3.61 2.11 0.0719
H 2.87 -4.47 1.05 0.0669
H 4.57 -5.13 1.13 0.0673
H 5.29 -2.71 0.06 0.1025
H 4.28 -3.84 -0.99 0.1053
H 2.26 -2.73 -0.73 0.0985
H 2.67 -2.04 0.88 0.1009
H 4.10 -0.95 -1.72 0.1183
H 2.43 -0.42 -1.28 0.0971
H 4.93 0.04 0.50 0.1084
H 3.20 0.45 1.05 0.0988
H 4.39 1.53 -1.60 0.1078
H 4.61 2.43 -0.04 0.1116
H 1.85 1.67 -1.47 0.0944
H 2.67 3.27 -1.48 0.1093
H 2.17 2.28 1.38 0.0974
H 1.80 3.92 0.55 0.1137
H -0.33 3.23 -0.28 0.1083
H 0.04 1.44 0.00 0.0946
H 0.27 2.76 2.61 0.1038
H -1.19 3.57 1.85 0.1091
H -0.98 0.47 1.79 0.0963
H -1.61 1.29 3.26 0.1144
H -3.35 2.56 1.69 0.1107
H -3.60 0.77 1.96 0.0998
H -0.38 -2.69 1.65 0.1023
H 0.26 -1.67 0.24 0.0717
H 0.04 -3.53 0.12 0.0877
H -5.09 -2.81 -0.54 0.0943
H -5.14 -1.03 -0.93 0.0805
H -5.98 -1.66 0.53 0.0968
H -2.41 -1.35 -2.47 0.1059
H -2.85 0.51 -4.09 0.1115
```

Summary:
- Energy relative to the best compared isomer or geometry (same formula, charge and spin): 0.00 kJ/mol
- M: 403.59 g mol⁻¹
- Calculated total energy: -42746.7045 eV
- Gap between HOMO and LUMO: 7.57 eV



DFT (ωB97M-V/def2-TZVPD) results for a structure of composition C22H33N3O4S at a distorted geometry.

The geometry in XYZ format:
```
63
Properties=species:S:1:pos:R:3:lowdin_charge:R:1
C -0.16 -1.71 -2.26 -0.0546
H 0.07 -2.08 -3.37 0.1190
H 0.12 -0.55 -2.36 0.1258
H 0.59 -2.22 -1.75 0.0233
C -1.60 -2.20 -2.01 -0.2141
C -2.73 -1.52 -2.74 -0.0869
H -3.76 -1.78 -2.26 0.1148
H -2.58 -1.83 -3.91 0.1216
H -2.60 -0.33 -2.94 0.1006
H -1.72 -3.16 -1.81 0.0756
O -1.92 -1.27 -0.55 -0.1603
C -1.51 -2.17 0.41 -0.4472
C -1.75 -1.77 1.72 -0.2312
C -3.26 -1.29 2.02 -0.1710
N -3.73 -0.30 1.02 0.0854
C -4.29 0.82 1.80 -0.5230
O -4.51 0.82 2.89 0.1739
C -4.45 1.95 0.75 0.0777
N -3.30 2.15 -0.41 -0.0124
C -2.09 2.07 -0.01 -0.1910
C -1.40 2.00 0.99 -0.1525
C -0.09 2.05 1.16 0.0022
C 0.66 2.04 -0.18 -0.2502
C -0.07 2.02 -1.25 -0.0992
C -1.40 2.21 -1.62 -0.0852
C -2.34 2.11 -2.38 -0.1127
C -3.60 1.89 -1.70 -0.0144
H -4.57 2.26 -2.12 0.1424
H -2.36 2.09 -3.32 0.0545
H 0.58 1.92 -2.28 0.1620
S 2.47 1.94 -0.30 0.5748
O 2.98 3.06 0.05 -0.1745
O 2.88 1.37 -1.53 -0.2925
N 2.71 0.59 0.94 -0.1666
C 2.21 -0.68 0.68 -0.2819
C 3.36 -1.49 0.55 -0.3326
H 3.70 -2.00 1.33 0.0764
C 4.50 -1.22 -0.07 -0.3130
H 4.92 -2.08 -0.81 0.1550
H 4.04 -0.44 -1.02 0.1873
C 5.67 -0.64 0.65 -0.1387
H 5.69 -1.10 1.60 0.1017
C 5.12 0.80 0.97 -0.3067
H 5.98 1.11 1.58 0.1249
H 4.99 1.56 0.00 0.1790
C 4.08 0.86 1.74 -0.2324
H 4.00 0.08 2.61 0.1764
H 3.97 1.78 2.22 0.0987
H 6.53 -0.40 -0.22 0.1863
H 2.70 -2.49 0.11 0.1922
H 1.58 -0.86 1.43 0.0860
H 1.70 -0.48 -0.30 0.1296
H 0.82 2.00 1.80 0.1217
H -1.79 1.94 2.13 0.1893
H -4.31 2.86 1.36 0.1378
H -5.35 1.98 0.40 0.0470
H -3.39 -0.37 0.13 0.0458
H -3.61 -1.11 3.07 0.1226
H -3.79 -2.19 1.72 0.0942
H -1.27 -2.24 2.93 0.2193
H -1.20 -0.70 1.81 0.1167
H -1.83 -3.27 0.54 0.1422
H -0.27 -2.39 0.39 0.1610
```

Summary:
- Energy relative to the best compared isomer or geometry (same formula, charge and spin): 2415.04 kJ/mol
- M: 435.59 g mol⁻¹
- Calculated total energy: -46822.2696 eV
- Gap between HOMO and LUMO: 7.97 eV



DFT (ωB97M-V/def2-TZVPD) results for a cluster of 2 separate species, C22H34BFN3O4 in total at a distorted geometry.

The geometry in XYZ format:
```
65
Properties=species:S:1:pos:R:3:lowdin_charge:R:1
O 8.77 -6.97 -2.19 0.0645
B 8.94 -6.26 -0.90 -0.4186
O 8.87 -7.12 0.33 0.0646
O 9.21 -4.80 -0.77 0.0476
N 8.09 -4.07 -0.89 -0.1591
C 7.13 -3.78 0.28 0.0700
C 5.76 -2.87 0.11 0.0103
C 5.40 -2.24 -1.37 -0.1387
C 4.00 -1.38 -1.48 -0.1426
C 3.31 -1.24 -2.96 0.0056
C 1.89 -0.43 -3.07 -0.0088
N 1.22 0.15 -1.83 -0.1623
C -0.14 0.87 -1.98 -0.1465
C -1.26 -0.26 -1.46 -0.1472
C -1.23 -1.63 -2.40 -0.1530
F -2.22 -2.64 -1.96 -0.1320
C 1.81 0.08 -0.42 0.0141
C 3.25 -0.71 -0.14 0.0189
C 6.45 -2.53 -2.59 0.0115
C 7.79 -3.46 -2.27 0.0814
H 7.80 -7.24 -2.32 0.1388
H 8.00 -7.62 0.36 0.1218
H 7.34 -4.20 1.37 0.1416
H 5.02 -2.66 1.02 0.0980
H 3.84 -1.73 -3.89 0.0963
H 1.37 -0.32 -4.12 0.1266
H -0.20 1.85 -1.35 0.1256
H -0.27 1.12 -3.14 0.1395
H -2.35 0.17 -1.42 0.1136
H -0.97 -0.62 -0.37 0.1158
H -1.33 -1.37 -3.56 0.1321
H -0.16 -2.15 -2.29 0.1199
H 1.24 0.56 0.48 0.1174
H 3.71 -0.78 0.95 0.0936
H 6.24 -2.07 -3.66 0.1000
H 8.51 -3.68 -3.17 0.1412
C -5.17 0.52 2.03 -0.0137
C -5.57 1.93 1.54 -0.4736
C -6.04 2.79 2.75 -0.1388
C -4.94 3.22 3.71 -0.1771
C -3.57 3.35 3.06 -0.1441
C -3.60 3.57 1.53 -0.4823
N -4.35 2.47 0.91 -0.0060
O -4.42 2.56 -0.47 0.0097
C -2.12 3.50 1.05 -0.0363
C -4.13 4.99 1.22 -0.0001
C -6.82 1.76 0.63 -0.0272
H -4.87 -0.12 1.20 0.0918
H -6.00 0.02 2.54 0.0979
H -4.33 0.55 2.74 0.0806
H -6.54 3.69 2.37 0.1109
H -6.82 2.25 3.31 0.1318
H -5.23 4.17 4.16 0.1178
H -4.88 2.50 4.54 0.1156
H -3.01 4.15 3.56 0.1279
H -3.01 2.43 3.28 0.1133
H -1.71 2.49 1.21 0.0790
H -1.49 4.20 1.62 0.0934
H -2.01 3.75 -0.01 0.0803
H -3.50 5.75 1.71 0.1004
H -5.15 5.15 1.57 0.0827
H -4.10 5.21 0.15 0.0916
H -7.65 1.30 1.18 0.0962
H -6.62 1.11 -0.23 0.0856
H -7.17 2.73 0.25 0.0915
```

Summary:
- M: 434.34 g mol⁻¹
- Calculated total energy: -39393.5878 eV
- Gap between HOMO and LUMO: 1.55 eV
- Total charge: +1



DFT (ωB97M-V/def2-TZVPD) results for a cluster of 4 separate species, C22H34ClIN4O3 in total.

The geometry in XYZ format:
```
65
Properties=species:S:1:pos:R:3:lowdin_charge:R:1
N -0.95 3.07 1.24 0.1346
C -0.10 2.58 0.21 -0.5222
O 1.00 3.04 0.05 0.0894
C -0.62 1.48 -0.71 -0.1023
C -1.56 0.45 -0.04 -0.1348
C -1.20 -1.01 -0.32 -0.2953
C -1.48 -1.95 0.86 -0.1318
O -0.30 -2.23 1.59 -0.1203
C -0.05 -1.39 2.72 -0.2004
C 0.96 -0.29 2.41 -0.1591
C 2.35 -0.82 2.04 -0.2490
C 2.56 -0.90 0.54 -0.5950
Cl 4.28 -1.22 0.14 0.5556
O -1.94 -1.50 -1.45 -0.2147
C -1.37 -1.30 -2.69 -0.6366
I -2.80 -0.35 -4.00 0.8022
H -0.72 2.67 2.14 0.0922
H -1.92 2.83 1.06 0.0634
H 0.26 1.01 -1.14 0.1068
H -1.13 2.00 -1.53 0.1261
H -2.59 0.60 -0.37 0.1170
H -1.53 0.60 1.04 0.0903
H -0.13 -1.09 -0.54 0.1326
H -2.23 -1.51 1.52 0.1117
H -1.86 -2.89 0.47 0.1373
H -0.99 -0.96 3.09 0.1083
H 0.34 -2.03 3.51 0.1282
H 0.58 0.32 1.58 0.0856
H 1.03 0.36 3.28 0.1211
H 3.12 -0.16 2.45 0.0850
H 2.51 -1.81 2.48 0.1181
H 2.29 0.04 0.05 0.0644
H 1.99 -1.72 0.10 0.0620
H -0.53 -0.61 -2.66 0.0491
H -1.10 -2.23 -3.18 0.0609
C -2.42 -2.77 -9.32 -0.1146
C -1.11 -3.25 -9.06 -0.1154
C -0.70 -2.71 -7.87 -0.1460
N -1.72 -1.93 -7.40 -0.0052
C -2.76 -1.95 -8.27 -0.1461
H -3.03 -2.99 -10.17 0.0877
H -0.53 -3.91 -9.68 0.0877
H 0.22 -2.82 -7.32 0.1028
H -1.70 -1.41 -6.54 0.0392
H -3.66 -1.39 -8.08 0.1036
C 7.13 0.84 3.85 -0.1094
C 7.27 1.75 4.94 -0.1146
C 6.17 2.57 4.93 -0.1465
N 5.36 2.18 3.89 0.0004
C 5.94 1.13 3.23 -0.1437
H 7.82 0.07 3.56 0.0896
H 8.09 1.81 5.63 0.0880
H 5.89 3.38 5.58 0.1029
H 4.49 2.61 3.65 0.1409
H 5.46 0.68 2.38 0.0786
C -3.77 1.93 3.59 -0.1076
C -3.82 0.56 3.21 -0.1164
C -4.40 0.50 1.97 -0.1569
N -4.71 1.78 1.59 0.0117
C -4.33 2.66 2.57 -0.1462
H -3.38 2.33 4.51 0.0933
H -3.47 -0.29 3.78 0.0900
H -4.62 -0.34 1.33 0.1134
H -5.15 2.04 0.73 0.1475
H -4.49 3.71 2.47 0.1109
```

Summary:
- SMILES: NC(=O)CC[C@@H](COCCCCCl)OCI.c1cc[nH]c1.c1cc[nH]c1.c1cc[nH]c1
- M: 564.90 g mol⁻¹
- Calculated total energy: -56090.1211 eV
- Gap between HOMO and LUMO: 8.21 eV



DFT (ωB97M-V/def2-TZVPD) results for a cluster of 3 separate species, C22H34ClN11O5P in total at a distorted geometry.

The geometry in XYZ format:
```
74
Properties=species:S:1:pos:R:3:lowdin_charge:R:1
C -1.90 -1.17 3.51 -0.0992
C -3.17 -0.84 2.53 -0.1781
N -2.86 -1.07 1.03 -0.0985
C -3.51 -2.28 0.41 -0.1326
C -4.94 -1.80 -0.22 -0.2529
N -5.36 -2.52 -1.48 -0.0422
C -2.04 -0.14 0.45 -0.1382
N -1.42 1.04 1.17 0.1353
C -0.55 1.80 0.19 -0.0979
C 0.35 3.12 0.53 -0.0628
C -0.74 4.33 0.91 -0.5764
N 0.01 5.67 0.77 0.0469
N -1.28 4.21 2.33 0.0540
N -1.88 4.21 -0.08 0.0253
N -0.76 1.00 -1.08 -0.2457
P 0.16 1.61 -2.50 0.6755
O 1.89 1.63 -2.12 -0.3623
Cl -0.33 3.64 -2.95 0.1897
N -1.61 -0.13 -0.98 -0.0329
C -1.88 -0.97 -2.19 -0.1300
C -0.80 -2.24 -2.35 -0.1410
N 0.58 -2.01 -2.45 0.0749
H -1.62 -0.15 4.07 0.0927
H -2.10 -1.98 4.33 0.0883
H -0.98 -1.44 2.82 0.0896
H -3.57 0.26 2.59 0.1299
H -4.06 -1.55 2.86 0.1347
H -3.76 -3.05 1.28 0.1514
H -2.82 -2.86 -0.35 0.1231
H -5.75 -1.91 0.65 0.1313
H -4.86 -0.63 -0.43 0.1243
H -4.57 -3.01 -1.96 0.0566
H -5.75 -1.78 -2.13 0.0945
H 1.02 3.01 1.52 0.1243
H 1.10 3.44 -0.32 0.1042
H 0.38 5.64 -0.22 0.0875
H -0.75 6.41 0.86 0.1074
H -0.52 3.92 3.00 0.0850
H -1.99 3.42 2.40 0.0731
H -2.11 5.15 -0.47 0.0839
H -2.73 3.76 0.35 0.0815
H 2.05 1.09 -1.28 0.0745
H -2.96 -1.48 -2.21 0.1081
H -1.82 -0.38 -3.22 0.1322
H -1.16 -3.37 -2.41 0.1176
H 1.06 -2.95 -2.54 0.0134
C 0.16 -8.76 -4.41 -0.0630
C -0.28 -7.44 -4.29 -0.0661
C 0.48 -6.51 -3.58 -0.0080
C 1.70 -6.91 -3.01 -0.1408
C 2.14 -8.23 -3.13 0.0085
C 1.37 -9.16 -3.83 -0.0548
N 2.52 -5.93 -2.29 -0.3111
O 2.08 -4.77 -2.19 0.0181
O 3.60 -6.31 -1.82 0.0892
H -0.43 -9.48 -4.97 0.1129
H -1.22 -7.14 -4.74 0.1088
H 0.12 -5.49 -3.49 0.0986
H 3.08 -8.56 -2.68 0.1236
H 1.71 -10.19 -3.93 0.1144
C 2.91 5.37 2.12 -0.0835
C 3.57 4.25 2.64 -0.0778
C 4.75 4.41 3.37 0.0012
C 5.26 5.69 3.58 -0.1382
C 4.61 6.82 3.06 0.0069
C 3.43 6.65 2.33 -0.0572
N 6.49 5.86 4.37 -0.3241
O 7.04 4.84 4.80 0.0654
O 6.89 7.02 4.56 0.0699
H 1.99 5.25 1.56 0.0467
H 3.16 3.26 2.47 0.0885
H 5.25 3.52 3.76 0.1197
H 5.00 7.82 3.21 0.1222
H 2.92 7.52 1.92 0.1101
```

Summary:
- M: 599.01 g mol⁻¹
- Calculated total energy: -71786.1067 eV
- Gap between HOMO and LUMO: 7.97 eV
- Total charge: +1